Molecular formula: C5H8O2
Method: DFT, wB97M-V/def2-TZVPD

Geometry (Å):
O1 2.83158 -0.34749 0.35968
C1 2.03355 -1.06113 -0.19602
C2 -0.45435 -0.06544 1.03174
C3 -1.11291 0.99668 0.54072
C4 -1.97149 0.23339 -0.45436
C5 -1.14237 -0.97236 0.06864
O2 -1.04806 -2.12712 -0.25491
H1 1.90795 1.64047 -0.36469
H2 1.72950 -2.04161 0.21346
H3 1.54056 -0.76684 -1.14369
H4 0.31414 -0.19797 1.78513
H5 -1.05151 2.05697 0.76240
H6 1.30287 1.99482 -0.61685
H7 -1.84089 0.46650 -1.51658
H8 -3.03858 0.19113 -0.21466

Its HOMO-LUMO gap is 0.3753 Ha. The LUMO energy comes out at 0.22 eV.

=====

Molecular formula: C5H8O2
Method: DFT, wB97M-V/def2-TZVPD

Geometry (Å):
C1 -0.77670 -0.55025 -0.35651
C2 -1.60931 -1.51733 -0.11769
C3 -0.61397 0.93631 -0.20014
C4 0.85456 1.21873 0.29882
C5 1.74028 -0.64702 -0.67783
O1 1.79753 0.71613 -0.64518
O2 2.12670 -1.45791 0.42393
H1 -1.26212 -2.59149 -0.34587
H2 -2.53902 -1.28158 0.27897
H3 -0.77319 1.38787 -1.21260
H4 -1.26922 1.30522 0.63519
H5 1.11386 2.31891 0.24925
H6 0.87325 0.57961 1.20908
H7 1.81723 -1.24357 -1.57643
H8 1.50600 -1.10362 1.09798

Its HOMO-LUMO gap (alpha / beta) is 0.3125 / 0.2944 Ha. The LUMO energy (alpha / beta) comes out at 0.80 / 0.55 eV.

=====

Molecular formula: C5H8O2
Method: DFT, wB97M-V/def2-TZVPD

Geometry (Å):
C1 1.64522 -0.41636 0.47588
C2 0.33086 -0.31317 0.38886
C3 -0.70282 0.51025 1.14831
C4 -1.75666 -0.43532 0.54448
O1 -2.92176 -0.62359 0.75419
C5 -0.72229 -1.09416 -0.38936
H1 2.19124 -1.14536 -0.11606
H2 2.21199 0.20357 1.16374
H3 -0.62015 0.50944 2.23965
H4 -0.83079 1.54124 0.79597
H5 -0.65047 -2.18504 -0.34755
H6 -0.85611 -0.77794 -1.43098
O2 0.73002 1.75691 -1.67858
H7 0.97631 1.36774 -2.51887
H8 0.97540 1.10178 -1.02969

Its HOMO-LUMO gap is 0.3825 Ha. The LUMO energy comes out at 0.59 eV.

=====

Record order is preserved below.
Molecular weight: 100.12, 100.12, 100.12 g/mol
Record order is preserved below.
ΔE to the lowest compared entry with this formula, charge and spin: 84.7, 123.3, 39.6 kcal/mol